The following is a quantum chemistry calculation of 2 unconnected molecules or ions with the total composition C3H6NP in a non-equilibrium geometry, from OMol25.

Computed properties:
Orbital gap (alpha / beta) (hartree): 0.3292 / 0.2233
Lowest unoccupied orbital energy (alpha / beta) (eV): 0.98 / -4.12
E (eV): -13980.223
HOMO level (alpha / beta) (Ha): -0.2932 / -0.3748
Spin multiplicity: 3

```
11
Properties=species:S:1:pos:R:3:forces:R:3
H 0.276872 -0.237627 -1.834427 0.7 -1.0 -0.6
H 0.010468 1.448231 -1.755112 -0.2 0.1 0.1
H -0.812066 0.897560 0.667001 -0.5 0.6 1.2
P 1.346761 -0.165264 1.305881 -0.8 0.2 -2.2
H -1.312356 0.298455 -1.454312 -0.5 0.1 -0.1
C -0.265113 0.490629 -1.293448 0.6 0.3 0.4
C -1.415694 -1.206226 1.125907 1.1 -0.1 0.6
H 2.214122 -1.068041 0.527579 -1.0 0.6 0.3
H 2.228108 0.937365 1.130934 0.1 -0.1 0.6
C 0.022203 0.490037 0.169017 2.0 0.2 -0.6
N -2.293305 -1.885120 1.410979 -1.5 -0.9 0.2
```
Positions in Å, forces in eV/Å.